[1]
The following is a DFT calculation (ωB97M-V with the def2-TZVPD basis set) of a structure of composition C27H66N6Na3Ni2O15.

```
119
Properties=species:S:1:pos:R:3:forces:R:3
Ni -0.2874 0.2324 -0.0877 -0.7 -0.9 0.0
Ni 0.9578 -0.0163 -3.1675 -2.1 -0.2 2.0
Na -4.6838 0.1370 0.0810 1.1 -0.1 0.2
Na -0.9618 -0.7590 4.2843 -0.1 0.6 -0.7
Na 3.0807 1.3879 -0.8930 -0.3 -0.4 -0.3
C -2.0591 -0.3867 1.5605 -2.9 0.5 -0.2
O -3.0172 -0.4327 2.3286 -1.3 -0.6 2.1
O -2.2244 -0.3197 0.3273 -1.6 0.3 -5.3
O -0.8762 -0.2699 1.8553 6.1 -0.2 2.8
C 1.6734 -1.3275 -1.0385 -2.9 6.4 -4.1
O 2.4762 -0.9209 -1.9008 6.4 -0.9 -3.6
O 1.6175 -0.6371 -0.0401 1.8 1.3 8.8
O 0.5239 -1.3434 -1.5728 -5.7 -4.3 -2.4
C 0.2591 2.1725 -1.7141 3.1 -6.4 0.3
O 1.2416 1.8741 -2.3650 11.8 5.5 -7.4
O 0.4288 2.1926 -0.5358 -0.1 6.0 10.1
O -0.4016 1.1821 -2.0086 -12.8 -6.6 -3.0
C -0.7463 -3.8107 0.7716 1.5 -0.1 0.4
C -2.1236 -3.9758 1.2686 -3.6 -0.3 0.8
C -3.2129 -4.2733 0.1243 0.7 0.8 0.9
O -4.5358 -4.3639 0.6343 3.9 0.5 2.2
C -5.4090 -4.8870 -0.2323 -2.4 -0.7 -0.1
N -2.2658 -4.9200 2.4546 0.7 0.2 -1.4
H -0.2712 -4.7823 0.6358 0.1 -0.1 -0.4
H -0.1514 -3.3166 1.5398 0.0 -0.1 0.3
H -0.5673 -3.1603 -0.0846 -0.6 -0.2 -0.3
H -2.4545 -3.0798 1.7937 -0.1 0.6 -0.7
H -2.9368 -5.1549 -0.4541 0.1 -0.4 0.1
H -3.3716 -3.4472 -0.5689 1.2 0.4 -0.4
H -5.5103 -5.9638 -0.0966 -0.2 -0.3 0.0
H -5.2402 -4.7483 -1.3002 0.1 0.7 -0.1
H -6.2457 -4.3371 0.1986 -1.4 -0.7 -1.3
H -3.2400 -4.9709 2.7164 -0.3 0.4 0.0
H -2.0805 -5.8660 2.1533 0.4 -0.4 -0.1
C -3.3363 3.8330 -2.6694 -0.7 1.3 0.9
C -3.5575 2.9109 -1.4105 -1.1 1.1 -1.5
C -5.0415 3.0001 -0.7839 3.0 -0.2 -0.1
O -5.0472 2.3493 0.5158 0.1 -0.2 -0.5
C -4.1742 3.0169 1.4335 -0.6 0.9 0.7
N -3.3153 1.5547 -1.8217 -0.1 -1.1 -0.7
H -3.6463 4.8575 -2.4636 0.5 0.4 0.6
H -3.9263 3.7417 -3.5814 -0.3 -1.3 0.0
H -2.2898 3.8564 -2.9734 0.1 -0.1 0.2
H -2.7357 3.1629 -0.7402 -0.6 0.3 0.5
H -5.6645 2.4410 -1.4819 -0.3 0.0 0.3
H -5.3307 4.0495 -0.7254 -0.3 0.0 0.3
H -4.4261 4.0669 1.2852 0.9 0.3 0.0
H -3.1160 2.7554 1.4265 0.1 0.1 -1.0
H -4.3853 2.8695 2.4927 -0.9 -0.7 -0.2
H -3.4059 1.5810 -2.8273 -1.0 -0.4 -0.5
H -2.3130 1.4366 -1.8596 0.7 -0.6 0.9
C 1.3795 2.1988 4.3291 0.7 0.9 0.6
C 0.0805 2.8857 3.9172 3.0 -0.1 0.0
C 0.3928 3.7430 2.6602 -0.5 2.5 1.3
O -0.8280 4.4576 2.2794 0.4 -1.5 -0.9
C -0.7158 5.0358 0.9969 -0.3 0.8 -0.8
N -0.7561 1.8276 3.5471 -2.0 -0.5 -0.4
H 1.2966 1.5152 5.1740 -0.4 0.1 0.1
H 2.0565 2.9926 4.6449 0.5 -0.2 -0.1
H 1.8165 1.6061 3.5254 0.0 0.2 -0.3
H -0.3179 3.3752 4.8059 -0.1 0.7 -0.4
H 0.9695 3.2327 1.8888 -1.0 -0.9 -0.5
H 1.0383 4.6120 2.7880 0.7 -0.1 1.1
H -1.4240 4.6780 0.2495 -0.3 -0.7 0.3
H 0.2481 4.9329 0.4985 0.3 -0.2 0.4
H -0.9510 6.0999 1.0180 0.2 0.2 0.5
H -1.4742 2.3448 3.0603 -1.2 -0.7 -0.2
H -0.2937 1.3279 2.8011 -0.1 -0.4 -0.2
C -2.3154 -2.3128 -3.5767 0.4 -0.1 -0.4
C -0.9793 -1.9907 -4.2786 0.0 -1.1 -1.4
C -0.8643 -2.5848 -5.7591 0.9 0.2 0.5
O 0.2345 -1.8347 -6.4363 -1.8 -1.1 1.2
C 0.7295 -2.4487 -7.6212 0.0 0.2 0.7
N -0.7548 -0.5678 -4.4322 0.6 1.8 0.0
H -3.1698 -1.8193 -4.0398 0.2 0.6 -0.1
H -2.2664 -2.0466 -2.5208 0.0 0.0 0.0
H -2.6114 -3.3552 -3.6939 0.5 -0.3 0.3
H -0.1088 -2.2040 -3.6583 -0.4 -1.5 -0.1
H -1.8106 -2.5759 -6.3000 -0.3 1.3 -0.3
H -0.7449 -3.6659 -5.8309 1.1 -0.2 0.7
H -0.1032 -2.9262 -8.1378 0.2 0.1 -0.5
H 1.4951 -3.1767 -7.3528 -0.1 -0.2 -0.1
H 1.2109 -1.6364 -8.1658 -0.2 -0.2 -0.4
H -0.3636 -0.4377 -5.3542 0.2 0.1 -0.4
H -1.6305 -0.0660 -4.4698 -0.1 0.4 0.5
C 2.9215 -3.1500 4.7500 0.3 -0.5 -0.3
C 2.7650 -2.3778 3.4673 0.3 1.2 -1.3
C 3.1392 -3.1090 2.1495 0.6 -1.3 2.1
O 4.4357 -3.7248 2.3650 -0.6 0.6 -0.4
C 4.8009 -4.4408 1.2037 -0.3 -0.3 0.0
N 1.4214 -1.7126 3.3674 0.8 -0.3 0.9
H 3.9773 -3.4112 4.8221 0.0 0.0 0.2
H 2.3880 -4.1004 4.7613 -0.3 0.1 0.1
H 2.6532 -2.5129 5.5927 -0.1 -0.2 0.0
H 3.5950 -1.6722 3.5039 -0.5 1.0 0.3
H 3.1990 -2.4549 1.2795 -0.4 0.1 0.0
H 2.4161 -3.9229 2.0967 -0.3 -0.1 -0.9
H 3.9965 -5.1305 0.9478 -0.1 -0.3 -0.1
H 5.7079 -5.0231 1.3661 0.0 0.2 0.2
H 4.9258 -3.7852 0.3419 0.2 0.2 -0.1
H 1.2846 -1.1505 2.5395 0.1 -0.1 -0.4
H 0.7321 -2.4507 3.3570 -0.1 -0.3 -0.3
C 3.2720 4.4975 -0.8429 0.9 -0.1 1.2
C 4.6643 3.9296 -0.3738 -0.9 1.3 1.7
C 4.8281 3.1818 1.0128 -1.9 0.4 -2.0
O 4.0506 1.9441 1.0360 1.7 1.3 0.5
C 4.3819 1.1448 2.1772 -0.9 -0.8 -0.8
N 5.2887 3.2701 -1.4538 0.8 -1.1 -1.2
H 3.2129 5.4698 -0.3537 -0.5 0.0 0.0
H 2.3912 3.9167 -0.5691 0.0 -0.1 -0.2
H 3.3230 4.6929 -1.9141 -0.2 -0.2 0.0
H 5.2475 4.8241 -0.1546 0.0 0.4 0.2
H 4.4042 3.8645 1.7493 0.2 -0.1 0.4
H 5.9061 3.0840 1.1414 0.0 -0.7 0.3
H 4.1127 1.6218 3.1196 0.3 0.2 0.0
H 5.4012 0.7611 2.1345 0.2 0.4 0.1
H 3.7364 0.2777 2.0372 -0.1 -0.2 0.3
H 6.2690 3.5047 -1.3901 0.4 -0.7 -0.1
H 5.0139 3.7368 -2.3063 -0.1 -0.2 -0.3
```
Forces are in eV/Å.

spin multiplicity = 5
net charge = +1
HOMO-LUMO gap (spin up / spin down) = 8.051 / 8.074 eV
⟨S²⟩ = 6.011

Atomic partial charges in e from the Mulliken method, atoms 1 to 6: 2.410, 0.484, 0.811, 0.820, 0.690, 0.923

***

[2]
The following is a DFT calculation (ωB97M-V with the def2-TZVPD basis set) of a cluster of 8 separate species, C27H67BrNO7 in total.

```
103
Properties=species:S:1:pos:R:3:forces:R:3
C 4.1559 -3.0909 -2.6645 0.3 -0.4 0.3
C 5.1176 -3.4757 -3.2684 0.0 0.3 0.0
C 6.3322 -3.8915 -3.9497 -0.3 -0.4 0.0
N 7.5335 -3.3473 -3.2050 -0.2 0.0 0.2
C 7.8476 -1.9037 -3.4818 0.3 0.2 -0.3
C 8.2307 -1.5951 -4.9367 0.0 0.2 0.0
C 7.5467 -0.2908 -5.3543 0.1 -0.4 0.5
Br 5.6806 -0.7087 -5.6864 -0.1 0.3 -0.2
H 3.3352 -2.8689 -2.0140 -0.2 0.2 -0.2
H 6.4143 -4.9795 -3.9473 0.1 0.0 0.0
H 6.3608 -3.5580 -4.9840 0.1 0.1 0.0
H 7.2856 -3.4149 -2.2138 0.1 0.0 0.0
H 8.3514 -3.9457 -3.3300 0.0 0.1 -0.3
H 8.6731 -1.6236 -2.8291 -0.1 -0.1 0.2
H 6.9627 -1.3442 -3.1833 -0.1 -0.1 0.0
H 9.3132 -1.4947 -5.0339 0.0 0.0 0.1
H 7.9305 -2.3850 -5.6245 0.0 0.0 0.0
H 8.0030 0.1878 -6.2122 -0.2 -0.1 -0.2
H 7.5434 0.3911 -4.5067 0.1 0.2 -0.2
C 1.6950 1.0843 -1.6542 0.0 0.0 0.2
C 2.0335 -0.3276 -2.1019 -0.2 0.3 -0.2
C 1.7509 -0.5161 -3.5827 0.1 -0.2 -0.1
O 1.3232 -1.2945 -1.3266 0.2 -0.1 0.0
H 0.6311 1.2809 -1.8137 0.0 0.0 -0.1
H 1.8955 1.2208 -0.5905 0.0 0.0 0.0
H 2.2663 1.8260 -2.2149 0.0 0.0 0.0
H 3.0903 -0.5282 -1.9008 0.0 0.0 0.0
H 0.6953 -0.3513 -3.8037 0.0 0.1 0.0
H 2.0015 -1.5315 -3.8998 0.0 0.0 0.0
H 2.3339 0.1881 -4.1798 0.0 0.0 0.0
H 0.3804 -1.1536 -1.4696 0.0 0.0 0.0
C -1.0058 2.1967 3.3674 0.0 0.1 0.0
C -0.3598 1.6947 2.0862 0.1 -0.2 0.3
C -0.1423 0.1913 2.1180 0.0 0.0 -0.1
O 0.8741 2.3779 1.8490 0.0 0.1 -0.2
H -0.3597 1.9868 4.2246 0.0 -0.1 0.0
H -1.1593 3.2753 3.3239 0.0 0.0 0.0
H -1.9681 1.7122 3.5387 0.0 0.0 0.0
H -0.9950 1.9512 1.2359 0.0 0.1 0.0
H 0.5304 -0.0788 2.9381 0.0 0.0 0.1
H 0.3204 -0.1500 1.1897 0.0 0.0 0.0
H -1.0836 -0.3429 2.2540 0.0 0.0 0.0
H 1.4666 2.1770 2.5817 0.0 0.0 0.0
C -2.9804 -3.8223 0.9559 0.1 0.1 0.0
C -3.1110 -3.2927 2.3753 -0.3 -0.1 -0.1
C -4.4041 -3.7431 3.0275 0.0 0.0 0.1
O -3.0338 -1.8642 2.3871 0.2 0.1 0.0
H -3.8037 -3.4532 0.3379 0.0 0.0 0.0
H -2.0463 -3.4846 0.5039 0.0 0.0 0.0
H -3.0024 -4.9126 0.9385 0.0 0.0 0.0
H -2.2584 -3.6313 2.9677 0.0 0.1 0.0
H -5.2654 -3.3700 2.4696 0.0 0.0 -0.1
H -4.4759 -3.3424 4.0381 0.0 -0.1 0.0
H -4.4663 -4.8310 3.0816 0.0 0.0 0.0
H -3.7886 -1.5287 1.8900 -0.1 0.0 0.1
C -3.7461 -1.5082 7.8216 -0.1 0.0 0.0
C -2.9058 -2.7497 7.5654 0.1 0.2 -0.1
C -1.4177 -2.4475 7.6491 0.0 -0.1 0.0
O -3.2290 -3.3168 6.2965 0.0 0.0 0.0
H -3.5324 -0.7440 7.0683 0.1 0.0 0.0
H -4.8083 -1.7465 7.7606 0.0 0.0 0.0
H -3.5398 -1.0855 8.8058 0.0 0.0 0.0
H -3.1616 -3.5181 8.2965 0.0 0.0 0.0
H -1.1384 -1.7102 6.8907 0.0 0.0 0.0
H -0.8339 -3.3498 7.4661 0.0 0.0 0.0
H -1.1482 -2.0502 8.6286 0.0 0.0 0.0
H -3.0151 -2.6624 5.6203 0.0 0.0 0.0
C -8.7419 -0.5390 3.7776 0.0 -0.1 -0.1
C -7.3574 -1.1076 4.0420 0.0 0.2 0.1
C -6.5907 -0.2830 5.0635 0.1 -0.1 0.0
O -6.6147 -1.2026 2.8246 0.1 -0.1 -0.1
H -8.6657 0.4750 3.3748 0.0 0.0 0.1
H -9.2728 -1.1479 3.0458 0.0 0.0 0.0
H -9.3337 -0.4993 4.6927 0.0 0.0 0.0
H -7.4480 -2.1340 4.4009 0.0 0.0 -0.1
H -6.4498 0.7386 4.6986 -0.1 0.0 0.0
H -5.6040 -0.7137 5.2377 0.0 0.0 0.0
H -7.1232 -0.2358 6.0143 0.0 0.0 0.0
H -6.5148 -0.3126 2.4687 -0.1 0.0 0.0
C 2.0776 6.3039 -2.4919 0.0 0.1 0.0
C 1.3024 6.0837 -1.2009 0.0 -0.2 -0.2
C 1.4313 4.6537 -0.7011 -0.1 0.0 0.1
O -0.0699 6.4285 -1.3846 0.0 0.1 0.1
H 1.6892 5.6545 -3.2822 0.0 0.0 0.0
H 1.9747 7.3350 -2.8305 0.0 0.0 0.0
H 3.1386 6.0850 -2.3590 0.0 0.0 0.0
H 1.6725 6.7697 -0.4376 -0.1 0.0 0.0
H 1.0200 3.9529 -1.4347 0.1 0.0 -0.1
H 0.8763 4.5110 0.2250 0.1 0.0 0.0
H 2.4750 4.3902 -0.5209 0.0 0.0 0.0
H -0.4339 5.8399 -2.0547 0.0 0.0 0.0
C -0.0645 3.8604 -5.2062 0.0 0.0 0.1
C 0.2456 2.4608 -5.7130 -0.2 0.2 -0.1
C 0.0012 2.3332 -7.2079 0.0 -0.1 0.0
O -0.5197 1.4931 -4.9944 0.1 -0.1 0.1
H -1.1173 4.1017 -5.3757 0.0 0.0 -0.1
H 0.1230 3.9248 -4.1331 0.0 0.0 0.0
H 0.5436 4.6112 -5.7124 0.0 0.0 0.0
H 1.2881 2.2201 -5.4934 0.0 -0.1 0.0
H -1.0493 2.5283 -7.4389 0.0 0.1 0.0
H 0.2332 1.3240 -7.5491 0.0 0.0 0.0
H 0.6112 3.0410 -7.7705 0.0 0.0 0.0
H -1.4523 1.6712 -5.1603 0.0 0.0 0.0
```
Forces are in eV/Å.

net charge = +1
HOMO-LUMO gap = 8.042 eV

Atomic partial charges in e from the Mulliken method, atoms 1 to 6: 0.419, -1.084, -0.728, -0.151, -0.759, -0.629